Version 1
Formula: C5H8NO
Source: OMol25
Level of theory: ωB97M-V/def2-TZVPD

```
15
Properties=species:S:1:pos:R:3
C -1.525 -1.685 -2.315
C -0.842 -1.455 -1.280
C 0.889 1.890 1.776
C 1.230 1.565 0.396
C -0.253 -1.414 -0.054
N 1.962 2.473 0.987
O 1.111 0.848 -0.582
H -2.308 -2.473 -2.161
H 0.104 2.470 2.012
H 1.139 1.083 2.630
H -0.910 -1.036 0.652
H 0.623 -2.166 0.171
H -1.514 -1.402 -3.294
H 2.945 2.693 1.083
H 0.443 -0.475 -0.357
```

As for the total charge: +1. As for the LUMO energy: -5.10 eV. As for the highest occupied orbital energy: -14.3 eV.

Löwdin atomic charge list, values in e, 8 entries:
1. C 0.14
2. C 0.01
3. C -0.01
4. C -0.42
5. C -0.01
6. N 0.18
7. O 0.07
8. H 0.16


Version 2
Formula: C5H8NO
Source: OMol25
Level of theory: ωB97M-V/def2-TZVPD

```
15
Properties=species:S:1:pos:R:3
C -0.074 1.482 0.357
N 0.618 0.223 0.018
C 0.284 -0.899 0.914
C -0.219 -1.955 0.289
C -0.235 -1.763 -1.172
O 1.030 -1.379 -1.681
C 0.307 -0.263 -1.348
H -1.150 1.330 0.297
H 0.187 1.800 1.364
H 0.218 2.264 -0.344
H 1.637 0.374 0.085
H 0.486 -0.777 1.963
H -0.554 -2.861 0.763
H -0.927 -2.228 -1.855
H -0.011 0.453 -2.087
```

As for the SMILES: C[N@H+]1C=C[C@@H]2O[C@@H]21. As for the total charge: +1. As for the LUMO energy: -3.60 eV. As for the highest occupied orbital energy: -15.0 eV.

Löwdin atomic charge list, values in e, 8 entries:
1. C 0.03
2. N -0.08
3. C 0.00
4. C 0.05
5. C -0.09
6. O 0.06
7. C -0.15
8. H 0.12


Version 3
Formula: C5H8NO
Source: OMol25
Level of theory: ωB97M-V/def2-TZVPD

```
15
Properties=species:S:1:pos:R:3
C 0.710 2.141 0.909
C 0.301 0.340 -1.348
C -1.046 -2.202 0.454
C -0.269 -0.754 -1.314
C -1.003 -1.969 -1.056
N 1.376 3.012 1.266
O 2.064 3.907 1.794
H 0.416 1.268 0.233
H -1.751 -3.006 0.572
H -1.333 -1.450 1.114
H -0.035 -2.496 0.676
H 1.896 4.847 1.319
H 1.034 1.111 -1.757
H -0.346 -2.754 -1.406
H -2.014 -1.994 -1.454
```

As for the total charge: +1. As for the LUMO energy: -4.39 eV. As for the highest occupied orbital energy: -13.9 eV.

Löwdin atomic charge list, values in e, 8 entries:
1. C 0.32
2. C 0.03
3. C -0.08
4. C -0.09
5. C -0.23
6. N -0.02
7. O 0.16
8. H 0.06


Which structure is the least stable? The one labeled version 3.